(1)
Below is a gas-phase ion, C3HF2O2S (charge -1) at a distorted geometry, with properties calculated with the ωB97M-V functional and the def2-TZVPD basis.

The geometry in ORCA input format:
```
! RIJCOSX wB97M-V def2-TZVPD def2/J DEFGRID3
* xyz -1 1
C 0.14237 -0.50317 0.17058
C 0.43798 0.78861 0.26999
C 0.55327 1.98846 0.65820
O 0.01533 -3.11983 -0.93524
O -2.05579 -1.74853 -1.17188
F 1.67015 2.79693 0.56729
F -0.50363 2.77227 0.68399
S -0.56776 -1.84331 -1.38942
H 0.30808 -1.13143 1.14648
*
```

## Properties
HOMO energy = -3.87 eV
gap between HOMO and LUMO = 7.60 eV

---

(2)
Below is a single C3HF3O molecule at a distorted geometry, with properties calculated with the ωB97M-V functional and the def2-TZVPD basis.

The geometry in ORCA input format:
```
! RIJCOSX wB97M-V def2-TZVPD def2/J DEFGRID3
* xyz 0 1
C -1.19938 -0.10636 1.27679
C -0.11195 -1.58340 1.39654
C 0.12389 0.28613 0.57039
O 0.90524 -0.79783 1.10171
F -2.29048 -0.15232 0.53153
F 0.11527 -2.69351 2.01600
F 0.66610 1.45329 0.94433
H 0.12269 0.24193 -0.52688
*
```

## Properties
structure (SMILES) = FC1=C(F)[C@@H](F)O1
HOMO energy = -8.83 eV
gap between HOMO and LUMO = 8.29 eV

---

(3)
Below is 2 unconnected molecules or ions with the total composition C3HF6N at a distorted geometry, with properties calculated with the ωB97M-V functional and the def2-TZVPD basis.

The geometry in ORCA input format:
```
! RIJCOSX wB97M-V def2-TZVPD def2/J DEFGRID3
* xyz 0 1
C -0.02771 -1.73945 -0.37768
C 0.68581 -2.45415 0.70811
C 1.49837 -0.30859 -1.71962
N -1.20901 -1.86323 -0.72942
F 1.49986 -1.60884 1.24751
F 1.41986 -3.48741 0.29207
F -0.19348 -2.83391 1.67233
F 0.80108 0.41811 -2.55854
F 2.19936 -1.39254 -2.27399
F 2.34701 0.43022 -1.06627
H -1.33168 -1.33700 -1.64076
*
```

## Properties
HOMO energy (spin up / spin down) = -9.64 / -9.58 eV
gap between HOMO and LUMO (spin up / spin down) = 8.69 / 8.67 eV

---

(4)
Below is a molecular structure, C3HFGdO2 at a distorted geometry, with properties calculated with the ωB97M-V functional and the def2-TZVPD basis.

The geometry in ORCA input format:
```
! RIJCOSX wB97M-V def2-TZVPD def2/J DEFGRID3
* xyz 2 9
H 0.04954 0.55488 1.91474
O 0.61724 0.98404 -0.59421
O -0.77409 -0.58238 -0.02266
C 1.02470 0.63893 0.69528
C 0.13201 -0.42869 1.03236
C -0.34804 0.18128 -1.04676
F 0.62828 -1.62503 1.44038
Gd -1.32964 0.27697 -3.41913
*
```

## Properties
expectation value of S² = 20.04
HOMO energy (spin up / spin down) = -16.07 / -19.47 eV
gap between HOMO and LUMO (spin up / spin down) = 6.23 / 8.91 eV

---

(5)
Below is 2 unconnected molecules or ions with the total composition C3HFN2O at a distorted geometry, with properties calculated with the ωB97M-V functional and the def2-TZVPD basis.

The geometry in ORCA input format:
```
! RIJCOSX wB97M-V def2-TZVPD def2/J DEFGRID3
* xyz 0 1
C 1.84564 -1.30614 -0.20978
C -0.74572 2.00788 -0.32239
C -1.20191 -0.28134 0.22343
N 2.45439 -0.33006 -0.29516
N -1.10388 0.79683 -0.27706
O -1.12505 -1.42301 0.50292
F -1.57001 2.78740 0.37493
H 1.44655 -2.25157 0.00312
*
```

## Properties
HOMO energy = -9.71 eV
gap between HOMO and LUMO = 9.11 eV

---

(6)
Below is a molecular structure, C3HFO2Tb at a distorted geometry, with properties calculated with the ωB97M-V functional and the def2-TZVPD basis.

The geometry in ORCA input format:
```
! RIJCOSX wB97M-V def2-TZVPD def2/J DEFGRID3
* xyz 1 7
C -0.56627 0.71856 0.11455
C -0.57117 -0.17689 -0.87964
O -0.24128 -1.40686 -0.32229
C 0.07180 -1.33572 0.96418
O -0.11497 0.17091 1.24954
F -1.11228 1.90483 0.19729
H -0.81474 -0.10883 -1.93161
Tb 3.34891 0.23400 0.60798
*
```

## Properties
expectation value of S² = 13.02
HOMO energy (spin up / spin down) = -9.88 / -12.02 eV
gap between HOMO and LUMO (spin up / spin down) = 4.43 / 8.56 eV

---

(7)
Below is a molecular structure, C3HFO2Yb at a distorted geometry, with properties calculated with the ωB97M-V functional and the def2-TZVPD basis.

The geometry in ORCA input format:
```
! RIJCOSX wB97M-V def2-TZVPD def2/J DEFGRID3
* xyz 1 2
F -0.29852 0.25391 1.26316
O 1.08683 0.39380 -0.43938
O -0.86787 1.57260 -0.48638
C 1.10527 -0.89869 -0.30927
C 0.97546 -2.04395 0.07016
C 0.08086 1.12232 0.23806
H 0.80801 -3.08755 0.25621
Yb -2.89004 2.68756 -0.59256
*
```

## Properties
expectation value of S² = 0.76
HOMO energy (spin up / spin down) = -10.71 / -11.58 eV
gap between HOMO and LUMO (spin up / spin down) = 3.85 / 4.54 eV

---

(8)
Below is a molecular structure, C3HGaO2 at a distorted geometry, with properties calculated with the ωB97M-V functional and the def2-TZVPD basis.

The geometry in ORCA input format:
```
! RIJCOSX wB97M-V def2-TZVPD def2/J DEFGRID3
* xyz 2 1
C 0.96315 0.05082 0.84094
C 1.20671 -0.66445 -0.24672
O 0.01974 -0.65040 -1.00312
C -1.13036 -0.00506 -0.23641
O -0.63369 0.54359 0.77646
H 1.39897 0.22977 1.81592
Ga -1.82452 0.49574 -1.94707
*
```

## Properties
HOMO energy (spin up / spin down) = -21.62 / -21.21 eV
gap between HOMO and LUMO (spin up / spin down) = 6.89 / 7.87 eV

---

(9)
Below is a single C3HIN2O2 molecule at a distorted geometry, with properties calculated with the ωB97M-V functional and the def2-TZVPD basis.

The geometry in ORCA input format:
```
! RIJCOSX wB97M-V def2-TZVPD def2/J DEFGRID3
* xyz 0 1
C 0.30950 -0.20659 0.29842
C 3.46057 0.64139 0.27365
C 0.90995 -2.48746 -0.60469
N 0.83022 -1.16454 -0.31963
N 2.34602 0.79144 0.48646
O 1.33487 -3.10306 -1.51418
O 0.99013 0.82399 0.71795
I 0.69053 -3.50522 1.36622
H -0.85364 0.01177 0.44930
*
```

## Properties
HOMO energy = -9.82 eV
gap between HOMO and LUMO = 9.07 eV

---

(10)
Below is a gas-phase ion, C3HINO3 (charge -1) at a distorted geometry, with properties calculated with the ωB97M-V functional and the def2-TZVPD basis.

The geometry in ORCA input format:
```
! RIJCOSX wB97M-V def2-TZVPD def2/J DEFGRID3
* xyz -1 1
C 0.68237 -0.48139 0.31456
C 0.04715 0.10619 1.30910
C -0.87397 0.75258 -0.73397
N 0.16071 -0.16800 -0.97852
O 0.20665 0.18488 2.49999
O -1.50400 1.34409 -1.59698
O -0.90417 1.01193 0.58925
I 2.18159 -1.97190 0.32765
H 0.00367 -0.77838 -1.73109
*
```

## Properties
structure (SMILES) = O=c1[nH]c(I)c([O-])o1
HOMO energy = -3.05 eV
gap between HOMO and LUMO = 5.89 eV

---

(11)
Below is a molecular structure, C3HInO2 at a distorted geometry, with properties calculated with the ωB97M-V functional and the def2-TZVPD basis.

The geometry in ORCA input format:
```
! RIJCOSX wB97M-V def2-TZVPD def2/J DEFGRID3
* xyz 3 2
C -2.70898 -0.51254 -0.06799
H -3.64757 -1.04139 -0.08294
C -1.68467 0.12970 -0.01749
O 0.43455 1.43412 0.07511
C 1.46328 0.90050 0.05630
In 3.85432 -0.97748 0.00693
O 2.28905 0.06710 0.03008
*
```

## Properties
expectation value of S² = 1.76
HOMO energy (spin up / spin down) = -26.35 / -25.34 eV
gap between HOMO and LUMO (spin up / spin down) = 7.71 / 8.14 eV

---

(12)
Below is a single C3HN molecule at a distorted geometry, with properties calculated with the ωB97M-V functional and the def2-TZVPD basis.

The geometry in ORCA input format:
```
! RIJCOSX wB97M-V def2-TZVPD def2/J DEFGRID3
* xyz 0 1
C 0.06320 -0.08455 -0.18023
C -1.07816 -0.02463 0.21516
C 1.41451 -0.23533 -0.80903
N 1.69097 0.32357 0.22114
H -2.09051 0.02095 0.55295
*
```

## Properties
HOMO energy = -10.54 eV
gap between HOMO and LUMO = 9.98 eV